Density functional theory data (ωB97M-V with the def2-TZVPD basis set) for a 2-piece molecular cluster, C2HIN2OS overall.

The geometry in XYZ format:
```
8
Properties=species:S:1:pos:R:3
H -0.636 0.001 0.080
N -0.173 -2.096 -2.306
C 0.203 -2.392 -1.214
C 1.459 -0.258 -0.281
S -0.588 -1.518 -3.664
O 2.640 -0.237 -0.455
N 0.363 -0.223 0.215
I -0.061 -3.654 0.331
```

Calculated values
- LUMO energy: -1.12 eV
- Energy above the lowest of the compared OMol25 structures with the same formula, charge and spin: 2.6196 eV
- Charge: 0
- Highest occupied orbital energy: -0.3168 Eh

=====

Density functional theory data (ωB97M-V with the def2-TZVPD basis set) for one molecule with the formula C2H4FNO2.

The geometry in XYZ format:
```
10
Properties=species:S:1:pos:R:3
N 1.226 0.386 -0.486
C -0.227 0.560 0.007
H -0.229 -1.470 -0.212
O 2.057 1.201 -0.148
H -1.871 -0.828 0.013
H -0.571 1.145 -0.880
C -0.884 -0.748 0.362
F -0.214 1.356 1.074
H -0.757 -1.008 1.480
O 1.469 -0.594 -1.209
```

Calculated values
- LUMO energy: 0.00 eV
- Energy above the lowest of the compared OMol25 structures with the same formula, charge and spin: 3.3978 eV
- Charge: 0
- Highest occupied orbital energy: -0.4177 Eh

=====

Density functional theory data (ωB97M-V with the def2-TZVPD basis set) for a 2-piece molecular cluster, Cl4FNP2S overall.

The geometry in XYZ format:
```
9
Properties=species:S:1:pos:R:3
Cl 2.887 -1.171 -0.884
Cl -0.345 1.786 2.451
S 1.020 1.675 -0.671
F 0.164 -1.082 -1.392
N -2.277 -0.214 0.888
P -0.936 0.191 1.371
Cl 0.714 -1.029 1.566
Cl 1.548 -0.012 -3.502
P 1.394 -0.029 -1.516
```

Calculated values
- LUMO energy: -1.26 eV
- Energy above the lowest of the compared OMol25 structures with the same formula, charge and spin: 0.0000 eV
- Charge: 0
- Highest occupied orbital energy: -0.3724 Eh